{"formula": "C5H13N3O", "method": "wB97M-V/def2-TZVPD", "e_tot_ha": -437.637984, "de_lowest_kcal_mol": 135.6, "homo_lumo_gap_ev": [5.434, 5.850], "e_lumo_ev": [-0.5, -0.2], "max_force_ha_per_bohr": 0.0297, "species": ["C", "N", "C", "C", "O", "H", "H", "H", "H", "H", "H", "H", "N", "N", "C", "C", "H", "H", "H", "H", "H", "H"], "xyz": [[-0.80376, 0.91941, 0.90148], [-1.26122, 0.39438, 2.15463], [-0.27624, -1.05336, -0.04768], [-1.16183, -1.36119, -1.03331], [-1.79240, 1.36901, 0.00248], [-2.03850, 0.59746, -0.54798], [-0.18136, 1.79030, 1.14277], [-1.82307, -0.44053, 2.02155], [-1.82584, 1.06276, 2.67591], [-0.36312, -1.55120, 0.91389], [-1.01680, -1.09781, -2.07303], [-2.05900, -1.92963, -0.82634], [2.06761, -0.34810, 0.73551], [1.17217, 1.45150, -1.20910], [1.29268, -0.79671, -0.41596], [1.27807, 0.18400, -1.51896], [2.63402, -1.09405, 1.11810], [1.44756, 0.00054, 1.46054], [0.82932, 2.12054, -1.88446], [0.93703, 1.62743, -0.22462], [1.70231, -1.73864, -0.78594], [1.24239, -0.10610, -2.55947]], "atomic_forces_ev_per_a": [[0.256, -0.573, -0.358], [-0.048, 0.023, 0.016], [1.245, 0.883, 0.077], [-0.408, -0.089, -0.384], [0.136, 0.040, 0.243], [0.127, -0.161, -0.061], [0.009, 0.077, -0.002], [0.028, 0.033, -0.008], [-0.015, -0.073, -0.088], [0.035, 0.001, 0.055], [0.133, -0.031, -0.041], [-0.019, 0.070, 0.095], [-0.120, 0.191, -0.086], [-0.392, -0.858, -0.017], [-0.610, -0.200, 0.272], [-0.418, 0.716, 0.633], [-0.115, 0.047, -0.076], [-0.112, -0.097, -0.025], [0.218, -0.023, -0.043], [0.206, -0.025, -0.179], [-0.120, 0.030, 0.011], [-0.015, 0.022, -0.034]]}

{"formula": "C22H19IN2O4V", "method": "wB97M-V/def2-TZVPD", "e_tot_ha": -2501.941641, "homo_lumo_gap_ev": [6.540, 6.926], "e_lumo_ev": [-0.6, -0.7], "max_force_ha_per_bohr": 0.0566, "s2": 3.76, "multiplicity": 4, "species": ["V", "C", "C", "N", "C", "C", "C", "O", "C", "C", "N", "C", "C", "C", "C", "C", "C", "I", "C", "O", "H", "H", "H", "H", "H", "H", "H", "H", "H", "H", "H", "H", "C", "C", "O", "C", "C", "C", "C", "C", "C", "O", "H", "H", "H", "H", "H", "H", "H"], "xyz": [[-0.03262, 0.76919, -1.20576], [-1.60383, 2.72274, 2.74822], [-2.12308, 1.36019, 2.45461], [-2.91996, 0.75337, 3.28319], [-3.35440, -0.49051, 3.05048], [-3.05714, -1.21488, 1.91707], [-3.59993, -2.60985, 1.71294], [-2.54325, -3.55708, 1.85102], [-2.17022, -0.63569, 0.96048], [-1.61009, -1.42798, -0.09355], [-1.05551, -0.96900, -1.22347], [-0.80995, -1.85748, -2.27527], [-1.54842, -3.06489, -2.33374], [-1.22163, -4.07189, -3.22824], [-0.20959, -3.86939, -4.14311], [0.52470, -2.68855, -4.17403], [0.21835, -1.69072, -3.24758], [1.28412, 0.13397, -3.44852], [-1.75903, 0.73996, 1.18029], [-1.19498, 1.56167, 0.39595], [-2.11130, 3.12466, 3.64173], [-1.74047, 3.39251, 1.88255], [-0.49623, 2.69246, 2.94943], [-3.97696, -0.90794, 3.84665], [-4.07748, -2.68223, 0.71969], [-4.38879, -2.80383, 2.47548], [-2.91595, -4.44868, 1.98600], [-1.51189, -2.49187, 0.12235], [-2.30164, -3.24644, -1.56880], [-1.73584, -5.03710, -3.17512], [0.08539, -4.66599, -4.80510], [1.37471, -2.59228, -4.85249], [3.37872, -0.13657, 1.16210], [2.39452, 0.64893, 0.30281], [1.44788, -0.07215, -0.14443], [2.71498, 2.05697, 0.05669], [3.94798, 2.62535, 0.55617], [4.28334, 3.94168, 0.32132], [3.46480, 4.77125, -0.46621], [2.27258, 4.28907, -0.92725], [1.82870, 2.93167, -0.73308], [0.73845, 2.65483, -1.34332], [3.01341, -1.16385, 1.29251], [3.50759, 0.33689, 2.15169], [4.37346, -0.17925, 0.68440], [4.62708, 2.01150, 1.14970], [5.21378, 4.35549, 0.72432], [3.77231, 5.79773, -0.68880], [1.60335, 4.90401, -1.50197]], "atomic_forces_ev_per_a": [[-0.882, 2.564, 1.054], [0.594, 0.607, 0.357], [-0.509, -1.133, -0.387], [0.562, 0.893, 0.757], [-0.602, -1.093, -0.564], [0.557, -0.126, 0.691], [-0.621, 0.197, 0.554], [-0.079, -0.701, 0.016], [0.893, 1.199, -0.106], [0.706, 0.561, -1.057], [-0.958, -0.508, 1.013], [0.423, -1.507, -0.135], [0.537, 0.068, 0.119], [-0.373, 0.021, 0.261], [0.654, -0.152, -0.259], [-0.323, 0.022, 0.561], [-0.411, 0.009, -0.053], [-0.090, -0.695, -0.356], [-1.288, 0.304, 0.753], [1.423, -1.350, -1.736], [0.237, -0.192, -0.425], [0.030, -0.252, 0.409], [-0.960, -0.015, -0.228], [-0.005, -0.004, -0.408], [0.175, -0.058, 0.188], [0.442, 0.182, -0.445], [0.182, 0.680, -0.130], [-0.626, -0.036, -0.284], [0.013, 0.114, -0.382], [0.113, 0.447, -0.120], [-0.056, -0.141, -0.197], [-0.414, 0.132, 0.143], [0.152, -0.026, 0.230], [0.917, -0.612, 0.186], [0.661, 1.613, 0.368], [-1.128, -0.029, -0.703], [-0.629, 0.337, -0.125], [0.798, -0.543, 0.336], [-0.585, -0.087, 0.014], [0.420, -0.095, 0.202], [1.122, 0.723, 0.065], [0.231, -1.219, 0.548], [0.038, 0.405, -0.062], [-0.064, -0.222, -0.411], [-0.408, 0.060, 0.149], [-0.281, 0.196, -0.209], [-0.318, -0.317, -0.141], [-0.147, -0.362, 0.128], [-0.123, 0.143, -0.181]]}

{"formula": "C24H22MoOS6Si", "method": "wB97M-V/def2-TZVPD", "total_charge": -2, "e_tot_ha": -3749.913016, "de_lowest_kcal_mol": 36.8, "homo_lumo_gap_ev": [5.294, 5.295], "e_lumo_ev": [4.7, 4.7], "max_force_ha_per_bohr": 0.0482, "species": ["Mo", "C", "C", "C", "C", "C", "H", "H", "H", "H", "H", "O", "C", "S", "C", "C", "S", "S", "S", "C", "C", "S", "C", "C", "S", "H", "H", "H", "H", "H", "H", "C", "C", "C", "C", "C", "C", "Si", "C", "C", "C", "C", "C", "C", "H", "H", "H", "H", "H", "H", "H", "H", "H", "H", "H"], "xyz": [[0.84051, 0.64968, 1.43344], [1.99616, 2.92963, 2.47157], [1.22360, 3.64846, 1.56425], [1.42355, 3.10259, 0.28662], [2.40412, 2.08045, 0.37366], [2.75377, 1.96308, 1.75300], [1.97165, 3.01346, 3.54480], [0.44439, 4.34553, 1.82978], [0.89944, 3.37427, -0.61456], [2.91400, 1.59864, -0.44734], [3.55612, 1.35410, 2.14038], [-4.39932, 1.45312, 6.11854], [-3.44900, 1.39726, 5.36044], [-1.84196, 0.84634, 5.81459], [-1.05425, 1.03483, 4.25765], [-1.84833, 1.46037, 3.25964], [-1.36526, 1.75845, 1.58350], [-3.53168, 1.77101, 3.64444], [0.63917, 0.58835, 4.16150], [2.47469, -3.88052, 1.09024], [1.64059, -2.64034, 1.31773], [2.50117, -1.13091, 1.54075], [0.29817, -2.66569, 1.35837], [-0.50157, -3.92241, 1.13830], [-0.64428, -1.20914, 1.65180], [3.54079, -3.65371, 1.11818], [2.26409, -4.32198, 0.11078], [2.28438, -4.64995, 1.84472], [0.13349, -4.80737, 1.09968], [-1.06122, -3.87109, 0.19749], [-1.23405, -4.06884, 1.93842], [-0.26054, 3.54696, -4.02794], [-1.13451, 3.23821, -2.98852], [-0.83330, 2.21015, -2.10655], [0.33767, 1.44517, -2.23195], [1.19232, 1.77221, -3.28775], [0.90585, 2.81193, -4.17255], [0.70869, 0.00278, -1.01409], [-0.55056, -1.28074, -1.64790], [-1.92789, -1.15935, -1.41291], [-2.83160, -2.08956, -1.90596], [-2.38258, -3.19106, -2.63148], [-1.02304, -3.34621, -2.85692], [-0.12459, -2.39550, -2.37124], [-0.48848, 4.35579, -4.71314], [-2.04719, 3.80797, -2.85610], [-1.51345, 2.00959, -1.28359], [2.10638, 1.20167, -3.41841], [1.59704, 3.04345, -4.97612], [1.98499, -0.55642, -1.57447], [-2.29257, -0.33968, -0.80217], [-3.88994, -1.97024, -1.70249], [-3.08664, -3.92752, -3.00294], [-0.65628, -4.20644, -3.40671], [0.93731, -2.53084, -2.55046]], "atomic_forces_ev_per_a": [[-0.581, 2.380, 0.377], [0.229, -0.323, -0.047], [-0.224, -0.246, 0.055], [-0.225, -0.403, -0.144], [0.256, -0.337, 0.143], [0.464, -0.192, -0.029], [-0.007, 0.049, -0.003], [0.013, 0.026, -0.029], [0.026, 0.105, 0.019], [0.012, 0.014, -0.015], [-0.013, 0.040, 0.083], [0.093, 0.104, -0.006], [-0.148, -0.242, 0.007], [-0.047, 0.051, 0.200], [0.544, -0.165, -0.020], [0.151, 0.209, -0.497], [-0.191, -0.531, 0.242], [-0.046, 0.087, 0.051], [-0.467, 0.052, -0.194], [0.082, -0.032, -0.052], [-0.056, 0.137, -0.070], [0.236, -0.338, 0.027], [-0.015, -0.012, -0.046], [-0.135, 0.040, 0.015], [0.170, -0.605, -0.222], [-0.040, 0.111, 0.027], [0.001, -0.004, -0.001], [-0.032, 0.013, 0.016], [0.030, -0.024, 0.010], [0.019, 0.056, 0.017], [0.007, 0.045, 0.001], [-0.036, -0.017, 0.045], [0.087, -0.053, 0.011], [0.049, -0.070, -0.029], [-0.071, -0.019, -0.199], [-0.067, 0.076, 0.029], [0.031, -0.079, 0.073], [-0.230, 0.131, 0.323], [-0.061, -0.158, -0.022], [0.087, -0.021, -0.007], [0.048, -0.056, -0.018], [0.023, 0.073, 0.037], [0.043, 0.102, 0.048], [-0.091, -0.056, -0.029], [0.002, 0.002, -0.004], [-0.006, 0.013, -0.009], [0.017, -0.011, 0.000], [0.001, 0.001, -0.013], [0.004, 0.005, -0.004], [0.062, 0.065, -0.129], [0.020, 0.011, -0.017], [-0.004, -0.001, 0.001], [-0.012, 0.004, -0.001], [0.001, -0.010, -0.003], [-0.001, 0.003, -0.002]]}

{"formula": "C17H18BrIrNOS2", "method": "wB97M-V/def2-TZVPD", "total_charge": 2, "e_tot_ha": -4262.602515, "de_lowest_kcal_mol": 7.2, "homo_lumo_gap_ev": [7.514, 5.528], "e_lumo_ev": [-6.7, -9.8], "max_force_ha_per_bohr": 0.0292, "s2": 8.79, "multiplicity": 6, "species": ["Ir", "Br", "C", "C", "C", "C", "C", "C", "C", "C", "C", "C", "H", "H", "H", "H", "H", "H", "C", "C", "C", "C", "C", "N", "H", "H", "H", "H", "H", "H", "H", "H", "H", "C", "O", "C", "S", "S", "H", "H", "H"], "xyz": [[0.98236, -0.02526, 0.14170], [0.03177, -0.09939, 2.93859], [-0.55741, -1.88500, 2.71432], [-0.91288, -2.58400, 3.86310], [-1.43601, -3.85954, 3.74744], [-1.62424, -4.42221, 2.48826], [-1.27422, -3.72273, 1.32248], [-1.50570, -4.28216, 0.05106], [-1.17099, -3.58911, -1.10436], [-0.57377, -2.34101, -1.00912], [-0.27451, -1.76404, 0.23456], [-0.68211, -2.42594, 1.41585], [-0.79616, -2.12506, 4.83545], [-1.71379, -4.40949, 4.63616], [-2.04235, -5.41735, 2.39598], [-1.97297, -5.25730, -0.01572], [-1.36042, -4.02323, -2.07690], [-0.30918, -1.82592, -1.92448], [-0.49671, 4.77931, -1.98144], [-1.33583, 3.85902, -1.07746], [-2.58742, 3.36013, -1.82783], [-1.73048, 4.58146, 0.22833], [-0.54892, 2.70304, -0.70281], [0.07188, 1.78333, -0.40064], [-1.09795, 5.65465, -2.22279], [-0.23082, 4.28067, -2.91285], [0.41193, 5.11433, -1.48248], [-3.21255, 4.22408, -2.04853], [-3.16681, 2.65988, -1.22622], [-2.31713, 2.88369, -2.76973], [-2.34812, 5.43922, -0.03396], [-0.85259, 4.94220, 0.76344], [-2.30710, 3.93056, 0.88547], [5.82980, -1.00537, -1.54582], [5.16932, -0.67096, -0.30137], [3.90771, -0.47397, -0.23510], [2.80552, -0.63933, -1.53128], [3.21608, -0.08490, 1.27670], [5.80937, -2.08472, -1.68045], [6.85375, -0.66552, -1.43923], [5.34963, -0.51204, -2.38831]], "atomic_forces_ev_per_a": [[1.391, -0.543, -0.148], [-0.208, -0.353, 0.096], [0.175, 0.447, -0.209], [-0.075, -0.160, 0.151], [0.051, 0.165, 0.158], [-0.026, -0.099, -0.266], [0.026, 0.092, 0.044], [-0.084, -0.156, 0.165], [0.091, 0.238, -0.144], [-0.165, -0.311, -0.044], [0.416, 0.403, 0.113], [-0.017, -0.043, -0.072], [0.020, -0.001, -0.011], [0.004, 0.002, -0.003], [-0.013, 0.015, 0.022], [0.029, -0.001, 0.000], [-0.027, -0.021, 0.022], [0.033, 0.009, 0.010], [0.090, -0.085, 0.014], [-0.419, 0.464, -0.062], [0.053, -0.044, 0.023], [0.028, -0.035, -0.003], [0.349, -0.320, -0.004], [-0.002, 0.033, 0.117], [-0.022, -0.009, 0.015], [0.016, 0.008, 0.003], [-0.010, 0.003, 0.006], [0.003, 0.003, 0.001], [-0.006, 0.030, 0.012], [-0.005, -0.004, 0.005], [0.002, -0.005, -0.014], [0.000, -0.001, -0.007], [-0.011, 0.011, -0.011], [0.204, -0.162, -0.436], [-0.052, 0.180, 0.223], [-0.257, -0.180, -0.138], [-0.563, 0.107, 0.154], [-0.864, 0.211, -0.060], [-0.084, 0.004, 0.099], [-0.034, 0.035, 0.094], [-0.037, 0.073, 0.085]]}

{"formula": "C9H14", "method": "wB97M-V/def2-TZVPD", "e_tot_ha": -351.252135, "de_lowest_kcal_mol": 49.0, "homo_lumo_gap_ev": 9.892, "e_lumo_ev": 1.0, "max_force_ha_per_bohr": 0.0840, "smiles": "Cc1ccccc1.CC", "species": ["C", "C", "H", "H", "H", "H", "H", "H", "C", "C", "C", "C", "C", "C", "C", "H", "H", "H", "H", "H", "H", "H", "H"], "xyz": [[1.02533, 2.23112, -2.78721], [-0.47774, 2.02835, -3.02801], [1.56296, 3.11681, -2.95458], [0.96722, 2.06242, -1.70953], [1.63968, 1.48301, -3.28983], [-0.58634, 1.01429, -3.26471], [-0.96318, 2.81196, -3.50587], [-1.02415, 2.20803, -2.04857], [-1.97748, -1.72679, 0.38505], [-0.69924, -1.20195, 2.48756], [-0.73167, -1.25136, 1.13575], [0.37635, -0.79066, 3.30979], [0.49445, -0.99625, 0.48783], [1.54328, -0.43740, 2.61495], [1.56259, -0.56553, 1.17636], [-1.50173, -1.69543, 3.07163], [0.25554, -1.02353, 4.30373], [-1.89343, -1.39628, -0.67062], [-2.93911, -1.66563, 0.96374], [0.59586, -1.00311, -0.63621], [2.36748, 0.05222, 2.98790], [2.53495, -0.42998, 0.75835], [-2.13161, -2.82429, 0.21249]], "atomic_forces_ev_per_a": [[-0.650, -1.633, 1.290], [0.459, 1.447, 2.873], [-0.120, 1.747, -0.375], [1.520, -0.172, 0.040], [-0.217, -0.301, 0.209], [-0.969, -1.107, -1.028], [-0.792, 0.728, -2.391], [0.769, -0.733, -0.595], [-0.254, -1.413, -0.208], [-0.600, -0.928, 2.860], [-0.080, -0.950, -1.298], [0.718, -0.291, -4.247], [-1.385, 0.327, -2.521], [-2.557, -0.556, -1.929], [1.005, 0.128, 3.317], [-0.013, 0.692, -0.620], [0.189, 0.312, 2.333], [-0.886, 0.516, 0.759], [0.790, 1.387, -0.799], [-0.385, -0.334, 1.253], [1.817, 0.505, 1.454], [0.276, 0.368, -0.717], [1.364, 0.262, 0.340]]}

{"formula": "C3H5O4P", "method": "wB97M-V/def2-TZVPD", "total_charge": -2, "e_tot_ha": -759.530037, "de_lowest_kcal_mol": 80.0, "homo_lumo_gap_ev": [5.892, 5.576], "e_lumo_ev": [6.8, 6.8], "max_force_ha_per_bohr": 0.0930, "species": ["C", "C", "C", "O", "O", "O", "O", "P", "H", "H", "H", "H", "H"], "xyz": [[-1.05288, 2.09847, -0.12352], [-0.27981, -0.05597, 0.01231], [-0.69016, -1.53949, -0.06301], [2.13771, 1.30808, -0.16540], [1.77446, -0.75676, 1.39798], [2.14238, -1.02084, -1.13696], [-1.20664, 0.81450, 0.10977], [1.65775, -0.16199, 0.02600], [-2.02941, 2.72170, -0.00207], [-0.12742, 2.56178, 0.27236], [-1.09000, -1.96744, 0.82125], [0.20024, -2.12988, -0.18204], [-1.43622, -1.87215, -0.96667]], "atomic_forces_ev_per_a": [[-0.898, 4.684, 0.313], [0.953, -2.838, -0.204], [-1.741, 0.061, -2.043], [-0.706, -1.306, 0.703], [-0.107, -0.594, 0.885], [-0.982, -0.470, 0.359], [-0.102, -2.508, -0.707], [1.528, 3.715, -1.528], [1.499, -1.377, 0.210], [-0.472, -0.452, -0.517], [-0.950, -0.048, 1.226], [0.505, 0.030, -0.496], [1.472, 1.102, 1.800]]}

{"formula": "C6H12IN2O2", "method": "wB97M-V/def2-TZVPD", "total_charge": 1, "e_tot_ha": -793.211287, "de_lowest_kcal_mol": 3.7, "homo_lumo_gap_ev": 8.669, "e_lumo_ev": -4.0, "max_force_ha_per_bohr": 0.1075, "species": ["C", "C", "C", "C", "C", "C", "N", "N", "O", "O", "I", "H", "H", "H", "H", "H", "H", "H", "H", "H", "H", "H", "H"], "xyz": [[-1.65345, 0.82334, -0.32535], [-0.20455, 1.16426, -0.80409], [-0.98386, -1.42112, -0.93895], [0.46367, -1.04860, -0.46001], [-3.43099, -0.90006, -0.22195], [1.99448, 0.81947, 0.00403], [-2.02712, -0.47685, -0.57445], [0.78923, 0.23688, -0.44853], [-2.39073, 1.61421, 0.21170], [1.09689, -1.96598, 0.09839], [4.78511, 1.36479, 3.37553], [-0.15423, 1.35057, -1.87170], [0.15137, 2.05540, -0.34335], [-0.92162, -1.47304, -2.09950], [-1.07279, -2.42101, -0.42466], [-4.09089, -0.01603, -0.03788], [-3.87308, -1.59379, -0.89616], [-3.33331, -1.35530, 0.82470], [1.75516, 1.78205, 0.38825], [2.51338, 0.23398, 0.71633], [2.74122, 1.01509, -0.94827], [5.81246, 1.84456, 4.44885], [2.03366, -1.63282, 0.32707]], "atomic_forces_ev_per_a": [[-0.264, -0.526, 0.061], [-1.838, 1.143, -0.782], [1.136, -0.714, -1.026], [-3.808, 3.974, -0.522], [1.189, 0.568, 3.085], [3.022, 0.649, -3.136], [0.004, 0.521, 0.125], [-0.378, -3.593, 0.186], [0.684, 0.285, -0.420], [4.068, -1.178, 0.902], [-0.653, -0.296, -0.671], [-0.416, 0.016, -0.378], [-0.716, 0.990, 0.272], [-0.002, -0.569, 1.802], [-0.621, 0.856, -1.016], [0.915, -0.572, -0.675], [0.004, -0.440, -0.728], [-0.413, 0.209, -1.450], [0.188, 0.568, 0.633], [0.563, -0.571, 0.853], [-1.745, -0.524, 2.354], [0.634, 0.292, 0.653], [-1.551, -1.086, -0.121]]}